{"formula": "C21H27NO14", "method": "ωB97M-V/def2-TZVPD", "e_lumo_ha": -0.05060, "energy_ha": -1924.5413, "symbols": ["C", "C", "N", "C", "C", "C", "C", "O", "C", "C", "C", "O", "H", "H", "H", "H", "H", "H", "H", "H", "H", "H", "H", "O", "C", "O", "C", "C", "O", "H", "H", "H", "H", "O", "C", "O", "C", "C", "O", "H", "H", "H", "H", "O", "C", "O", "C", "C", "O", "H", "H", "H", "H", "O", "C", "O", "C", "C", "O", "H", "H", "H", "H"], "positions_angstrom": [[0.879, 1.982, -1.194], [-0.344, 2.813, -1.492], [-1.502, 2.491, -0.602], [-2.598, 1.982, -1.289], [-3.312, 2.668, -2.199], [-3.043, 4.092, -2.543], [-4.444, 1.999, -2.869], [-5.362, 2.624, -3.392], [-4.439, 0.512, -2.862], [-3.737, -0.170, -1.964], [-2.969, 0.582, -0.947], [-2.646, 0.066, 0.114], [1.532, 2.047, -2.058], [0.644, 0.930, -1.082], [1.450, 2.350, -0.350], [-0.144, 3.874, -1.380], [-0.651, 2.642, -2.510], [-1.186, 1.818, 0.083], [-3.792, 4.491, -3.214], [-3.047, 4.697, -1.642], [-2.071, 4.170, -3.010], [-5.015, -0.035, -3.589], [-3.721, -1.244, -1.962], [1.532, -2.347, 4.427], [0.543, -1.842, 3.993], [0.478, -1.192, 2.813], [-0.906, -0.931, 2.523], [-1.526, -0.956, 3.901], [-0.653, -1.847, 4.613], [-1.021, 0.022, 2.019], [-1.286, -1.721, 1.876], [-1.506, 0.019, 4.390], [-2.545, -1.334, 3.904], [5.965, 0.856, 3.959], [5.418, 0.190, 4.773], [4.177, 0.431, 5.260], [3.774, -0.707, 6.033], [5.101, -1.317, 6.426], [5.949, -0.921, 5.343], [3.180, -0.397, 6.890], [3.178, -1.367, 5.406], [5.498, -0.902, 7.354], [5.064, -2.400, 6.509], [-0.292, 1.446, -4.340], [-1.060, 1.460, -5.245], [-1.028, 0.621, -6.303], [-2.241, 0.793, -7.046], [-2.662, 2.194, -6.656], [-2.098, 2.325, -5.347], [-2.056, 0.681, -8.110], [-2.958, 0.036, -6.725], [-2.228, 2.958, -7.304], [-3.741, 2.326, -6.623], [3.000, -6.634, -0.086], [2.976, -5.626, 0.539], [1.903, -5.175, 1.233], [2.325, -4.062, 2.035], [3.541, -3.570, 1.284], [4.017, -4.766, 0.655], [1.543, -3.320, 2.098], [2.567, -4.417, 3.036], [3.290, -2.842, 0.510], [4.303, -3.148, 1.934]], "atomic_forces_ev_per_a": [[0.25, 0.21, -0.38], [-0.54, 0.49, 0.49], [0.34, -0.31, -0.44], [0.12, -0.06, 0.39], [-0.18, -0.01, -0.26], [-0.07, 0.03, 0.20], [-0.61, 0.48, -0.17], [0.81, -0.61, 0.15], [0.12, -0.46, 0.04], [-0.08, 0.52, -0.21], [-0.09, -0.54, 0.53], [0.10, 0.27, -0.54], [0.20, 0.01, -0.14], [-0.12, -0.22, 0.16], [-0.05, -0.08, 0.35], [0.28, 0.20, -0.06], [-0.02, -0.07, -0.26], [-0.23, -0.03, 0.19], [-0.16, -0.07, -0.14], [0.16, 0.16, 0.20], [0.21, 0.22, -0.14], [-0.35, 0.21, -0.23], [-0.01, -0.26, 0.31], [0.00, -0.06, 0.02], [-0.10, 0.10, 0.06], [-0.04, -0.06, 0.06], [-0.14, 0.07, -0.13], [-0.18, 0.12, -0.02], [0.02, 0.04, -0.04], [0.17, 0.00, -0.02], [0.02, 0.00, 0.01], [0.06, -0.01, 0.00], [0.07, -0.16, 0.10], [0.07, 0.07, -0.10], [-0.05, -0.03, 0.04], [0.09, -0.07, 0.06], [-0.17, -0.13, 0.12], [0.01, -0.06, 0.15], [-0.08, 0.02, 0.03], [0.03, 0.20, -0.06], [0.07, 0.02, 0.01], [0.01, 0.04, -0.03], [0.11, -0.01, -0.15], [0.13, -0.10, 0.00], [-0.10, 0.00, -0.03], [-0.07, 0.08, 0.02], [-0.11, -0.07, -0.14], [-0.16, 0.08, -0.16], [0.00, -0.06, -0.02], [0.18, -0.03, 0.04], [0.01, 0.02, 0.04], [0.04, -0.02, 0.01], [0.02, 0.02, 0.20], [0.00, -0.11, -0.07], [0.00, 0.04, 0.02], [0.11, 0.07, -0.01], [0.06, -0.06, 0.04], [0.05, 0.18, 0.04], [-0.08, 0.03, 0.05], [-0.18, -0.04, -0.12], [0.00, -0.01, 0.00], [-0.03, -0.03, -0.01], [0.11, -0.14, -0.05]]}